Record 1
The following is a quantum chemistry calculation of a structure of composition C54H58N3O2P2S3Tl, from the OMol25 dataset.

Properties
- LUMO: -0.0060 hartree
- HOMO energy: -6.99 eV
- Orbital gap: 6.82 eV

The geometry in ORCA input format:
```
! RIJCOSX wB97M-V def2-TZVPD def2/J DEFGRID3
* xyz 0 1
Tl -0.577 -0.260 0.594
O -2.284 -5.358 -4.287
C -2.726 -4.204 -4.427
O -3.299 -3.641 -5.376
C -2.515 -3.301 -3.185
C -2.721 -1.937 -3.268
C -2.483 -1.113 -2.173
N -2.108 -1.644 -0.999
C -2.010 -2.978 -0.892
C -2.158 -3.833 -1.968
C -1.800 -3.529 0.469
C -2.175 -4.840 0.770
C -1.997 -5.310 2.054
C -1.462 -4.462 3.012
C -1.139 -3.178 2.624
N -1.300 -2.721 1.394
C -2.651 0.408 -2.262
C -2.817 2.221 -3.472
C -3.084 3.415 -2.624
C -3.240 3.350 -1.303
C -2.942 2.138 -0.539
N -2.647 0.957 -0.914
H -3.092 -1.583 -4.206
H -1.999 -4.900 -1.901
H -2.619 -5.467 0.011
H -2.281 -6.323 2.309
H -1.298 -4.784 4.030
H -0.725 -2.480 3.328
H -2.851 2.488 -4.526
H -3.226 4.361 -3.133
H -3.463 4.240 -0.728
H -2.876 2.293 0.541
C -1.519 4.053 4.365
C -0.064 3.660 4.097
S 0.243 2.089 3.258
C -0.241 0.870 4.505
C -1.737 0.627 4.726
S -2.646 0.287 3.191
C -4.131 1.316 3.354
C -3.983 2.779 3.780
S -2.671 3.755 2.984
H -1.556 5.118 4.595
H -1.899 3.523 5.236
H 0.485 3.664 5.041
H 0.410 4.394 3.443
H 0.221 1.151 5.454
H 0.241 -0.051 4.171
H -2.201 1.479 5.215
H -1.855 -0.234 5.387
H -4.810 0.830 4.057
H -4.586 1.247 2.365
H -3.839 2.854 4.857
H -4.925 3.283 3.561
C 2.588 0.776 -2.349
C 1.436 1.383 -3.195
P -0.089 1.655 -2.140
C -0.096 3.477 -1.992
C 0.020 4.023 -0.718
C 0.069 5.402 -0.546
C 0.000 6.241 -1.646
C -0.109 5.702 -2.924
C -0.152 4.329 -3.094
C -1.621 1.231 -3.174
C -1.284 0.488 -4.442
C -2.109 0.100 -5.422
C -3.570 0.105 -5.422
C -4.315 0.410 -4.361
C -3.796 1.054 -3.111
C 2.298 -0.633 -1.833
P 3.504 -1.442 -0.681
C 3.034 -3.173 -1.011
C 1.863 -3.585 -0.361
C 1.259 -4.791 -0.686
C 1.824 -5.609 -1.656
C 2.981 -5.209 -2.306
C 3.575 -3.990 -2.000
C 5.180 -1.049 -1.345
C 5.506 0.311 -1.284
C 6.774 0.764 -1.602
C 7.769 -0.144 -1.942
C 7.480 -1.498 -1.951
C 6.200 -1.947 -1.653
H 2.739 1.412 -1.471
H 3.497 0.809 -2.953
H 1.206 0.705 -4.016
H 1.783 2.330 -3.606
H 0.056 3.364 0.144
H 0.155 5.820 0.450
H 0.040 7.315 -1.515
H -0.157 6.357 -3.785
H -0.236 3.911 -4.093
H -0.244 0.234 -4.587
H -1.651 -0.397 -6.269
H -4.053 -0.309 -6.298
H -5.386 0.254 -4.411
H -4.629 1.356 -2.476
H 2.146 -1.344 -2.650
H 1.362 -0.614 -1.268
H 1.435 -2.939 0.397
H 0.333 -5.090 -0.209
H 1.344 -6.544 -1.914
H 3.417 -5.835 -3.074
H 4.432 -3.676 -2.576
H 4.761 1.022 -0.951
H 6.994 1.823 -1.560
H 8.768 0.201 -2.173
H 8.257 -2.216 -2.178
H 6.023 -3.012 -1.640
C 3.353 -1.482 3.390
C 4.142 -1.403 2.071
C 5.272 -0.385 2.282
C 4.758 -2.780 1.806
C 3.203 -0.931 0.916
H 4.002 -1.778 4.222
H 2.539 -2.186 3.335
H 2.931 -0.505 3.617
H 5.937 -0.697 3.093
H 4.862 0.597 2.539
H 5.871 -0.274 1.374
H 5.355 -3.094 2.666
H 5.423 -2.764 0.936
H 3.990 -3.535 1.637
H 3.132 0.162 0.884
*
```

***

Record 2
The following is a quantum chemistry calculation of a cluster of 7 separate species, C54H59Cl2F9N2O3S in total, from the OMol25 dataset.

Properties
- LUMO: -0.0014 hartree
- HOMO energy: -9.17 eV
- Orbital gap: 9.13 eV

The geometry in ORCA input format:
```
! RIJCOSX wB97M-V def2-TZVPD def2/J DEFGRID3
* xyz 0 1
C -1.866 2.780 -4.731
C -2.592 2.134 -3.520
O -2.009 0.889 -3.139
C -2.938 0.012 -2.528
C -2.503 -0.504 -1.108
O -1.341 0.102 -0.586
C -1.523 1.456 -0.201
C -1.300 1.750 1.307
C -1.505 3.248 1.468
N -1.427 4.321 1.779
C -2.544 1.091 2.082
C -3.343 2.111 2.931
O -3.133 2.381 4.026
Cl -4.762 2.896 2.110
C 0.056 1.270 1.935
C -0.119 1.575 3.430
N -0.213 1.773 4.527
C 0.277 -0.277 1.898
C 1.157 -0.850 0.757
C 1.766 -2.188 1.292
F 2.811 -1.780 2.095
F 0.941 -2.855 2.117
C 2.434 -3.086 0.196
F 3.014 -2.303 -0.704
F 3.436 -3.742 0.782
S 1.332 -4.353 -0.641
F 2.635 -5.252 -0.982
F 1.575 -3.623 -2.057
F 0.010 -3.500 -0.394
F 1.157 -5.214 0.680
F 0.437 -5.422 -1.413
C 1.298 2.151 1.569
Cl 1.589 2.349 -0.192
C 2.600 1.767 2.338
C 3.657 2.908 2.002
H -2.172 3.843 -4.738
H -2.329 2.352 -5.640
H -0.776 2.654 -4.712
H -2.494 2.842 -2.666
H -3.661 2.058 -3.790
H -3.963 0.421 -2.443
H -3.033 -0.872 -3.193
H -3.390 -0.459 -0.444
H -2.270 -1.580 -1.210
H -2.581 1.720 -0.422
H -0.942 2.101 -0.884
H -2.264 0.202 2.662
H -3.268 0.748 1.324
H -0.663 -0.855 1.900
H 0.768 -0.542 2.852
H 2.029 -0.252 0.463
H 0.619 -1.121 -0.165
H 1.059 3.159 1.957
H 2.473 1.800 3.428
H 3.055 0.832 1.981
H 4.289 3.035 2.900
H 4.245 2.627 1.119
H 3.115 3.862 1.887
C -5.370 2.627 7.149
C -6.236 2.532 8.230
C -6.749 1.297 8.603
C -6.389 0.155 7.900
C -5.520 0.250 6.821
C -5.013 1.487 6.442
H -4.972 3.591 6.855
H -6.512 3.422 8.783
H -7.430 1.224 9.443
H -6.786 -0.810 8.194
H -5.238 -0.642 6.273
H -4.341 1.562 5.599
C -2.458 -8.385 -4.753
C -1.966 -8.288 -3.458
C -1.090 -7.264 -3.121
C -0.713 -6.331 -4.080
C -1.208 -6.427 -5.374
C -2.077 -7.456 -5.712
H -3.138 -9.186 -5.016
H -2.265 -9.012 -2.710
H -0.704 -7.194 -2.115
H -0.034 -5.529 -3.819
H -0.915 -5.698 -6.121
H -2.458 -7.533 -6.723
C 5.610 -6.619 -0.854
C 6.008 -6.869 0.452
C 7.299 -7.309 0.714
C 8.196 -7.490 -0.331
C 7.799 -7.237 -1.638
C 6.505 -6.806 -1.900
H 4.605 -6.280 -1.058
H 5.311 -6.721 1.268
H 7.607 -7.510 1.733
H 9.204 -7.829 -0.127
H 8.499 -7.377 -2.453
H 6.194 -6.613 -2.920
C -6.872 5.685 1.451
C -7.548 6.896 1.377
C -8.537 7.084 0.421
C -8.857 6.058 -0.457
C -8.184 4.845 -0.382
C -7.189 4.660 0.569
H -6.099 5.540 2.195
H -7.302 7.695 2.067
H -9.059 8.032 0.360
H -9.632 6.203 -1.201
H -8.436 4.043 -1.066
H -6.662 3.716 0.623
C 2.750 5.915 -2.616
C 2.152 4.662 -2.580
C 1.712 4.068 -3.755
C 1.878 4.722 -4.969
C 2.479 5.974 -5.006
C 2.911 6.572 -3.829
H 3.090 6.381 -1.699
H 2.027 4.147 -1.635
H 1.240 3.092 -3.726
H 1.539 4.256 -5.887
H 2.610 6.484 -5.953
H 3.374 7.551 -3.858
C 6.103 0.221 0.635
C 7.301 0.883 0.866
C 8.407 0.606 0.073
C 8.309 -0.324 -0.956
C 7.106 -0.980 -1.187
C 6.006 -0.707 -0.385
H 5.235 0.430 1.250
H 7.373 1.613 1.664
H 9.345 1.115 0.255
H 9.170 -0.536 -1.578
H 7.027 -1.703 -1.990
H 5.071 -1.221 -0.560
*
```

***

- Among the records above, which one has the lowest orbital gap?
  C54H58N3O2P2S3Tl

***

- Which formula does entry 1 have?
  C54H58N3O2P2S3Tl